Here is a 2-piece molecular cluster, C4H10N2O overall from OMol25. Energies are from ωB97M-V with the def2-TZVPD basis set.

Values from the calculation:
* HOMO: -0.342 hartree
* 2S+1: 1
* relative energy (zero: lowest compared OMol25 entry of this formula, charge and spin): 32.7 kcal/mol
* Kohn-Sham gap: 0.37808 hartree

Geometry (Å):
H -2.94 1.09 -1.47
O 0.93 1.68 0.68
C 1.42 -1.96 0.92
C -1.18 0.94 -0.21
C -1.87 1.25 -1.53
H -1.25 -0.13 0.03
H -1.61 1.50 0.61
H 1.78 -2.96 1.14
H 0.79 1.09 -1.23
H 1.02 -2.40 -0.86
N 1.48 -1.11 1.98
H 1.36 -0.12 1.80
H 2.00 -1.38 2.79
H -1.49 0.60 -2.33
C 0.29 1.25 -0.26
H -1.70 2.28 -1.85
N 0.96 -1.61 -0.22

Atom charges from the Löwdin analysis, given in e for atoms 1 to 6: 0.070, 0.008, -0.371, -0.226, -0.111, 0.101